Record 1
This record from the OMol25 dataset describes C23H20Br3N3O4Pd as an isolated structure at a distorted geometry. The level of theory is the ωB97M-V functional and the def2-TZVPD basis.

```
54
Properties=species:S:1:pos:R:3:mulliken_charge:R:1
Pd -0.24 0.13 0.39 -0.505
Br -1.33 -3.15 1.67 -0.028
C -2.45 -1.63 1.60 -0.208
C -3.56 -1.58 2.43 -0.562
C -4.44 -0.52 2.26 -0.458
C -4.20 0.42 1.28 -0.656
C -3.05 0.31 0.52 1.181
N -2.18 -0.71 0.67 0.502
C -2.72 1.33 -0.57 0.028
O -3.65 1.94 -1.06 -0.676
O -1.48 1.41 -0.86 -0.332
H -3.71 -2.35 3.16 0.492
H -5.32 -0.45 2.89 0.436
H -4.87 1.24 1.09 0.518
C -1.22 -2.28 -2.12 -1.285
C -0.37 -1.17 -2.65 0.268
C -0.28 -0.93 -4.03 -1.055
C 0.52 0.07 -4.50 -0.966
C 1.25 0.88 -3.60 0.346
C 2.12 1.92 -3.97 0.143
Br 2.45 2.29 -5.80 -0.228
C 2.76 2.67 -3.02 -0.380
C 2.53 2.42 -1.67 -0.168
Br 3.40 3.45 -0.35 -0.164
C 1.68 1.41 -1.21 0.679
O 1.50 1.19 0.06 -0.413
C 1.06 0.61 -2.22 0.540
N 0.28 -0.42 -1.79 0.974
H -1.36 -3.06 -2.86 0.530
H -2.20 -1.90 -1.83 0.166
H -0.76 -2.70 -1.22 0.057
H -0.85 -1.55 -4.71 0.518
H 0.60 0.27 -5.56 0.340
H 3.43 3.47 -3.31 0.453
C -0.63 2.72 1.81 -0.772
O -1.05 1.40 1.93 -0.328
H -1.03 3.30 2.65 0.298
H -1.00 3.19 0.88 0.310
H 0.47 2.82 1.82 0.225
C 2.59 -1.78 -0.26 -1.045
C 2.40 -1.32 1.14 0.646
C 3.43 -1.21 2.13 -1.087
C 2.81 -0.84 3.28 -0.999
C 1.41 -0.74 2.99 0.503
C 0.33 -0.50 3.95 -1.085
N 1.19 -1.02 1.66 0.968
H 3.27 -2.63 -0.29 0.526
H 3.03 -0.98 -0.86 0.132
H 1.64 -2.06 -0.69 -0.057
H 4.48 -1.40 1.96 0.494
H 3.24 -0.69 4.26 0.479
H -0.29 -1.39 4.05 0.168
H -0.33 0.29 3.56 0.142
H 0.72 -0.22 4.92 0.396
```

- HOMO-LUMO gap (alpha / beta) (eV) = 3.7 / 3.7
- 2S+1 = 1
- LUMO (alpha / beta) (Ha) = -0.1063 / -0.1072
- F_max (eV/A) = 3.588

***

Record 2
This record from the OMol25 dataset describes a 2-piece molecular cluster, C4H4N2O overall at a distorted geometry. The level of theory is the ωB97M-V functional and the def2-TZVPD basis.

```
11
Properties=species:S:1:pos:R:3:mulliken_charge:R:1
O -2.56 -0.54 0.42 -0.358
C -1.44 -0.34 0.16 0.263
C -0.45 -0.14 -0.98 0.079
C -0.02 1.22 -0.66 -0.248
N 0.94 1.23 0.22 -0.439
C 1.10 -0.12 0.54 -0.261
N 0.67 -0.87 -0.55 -0.280
H -0.24 -0.27 1.14 0.227
H -0.50 2.13 -0.99 0.389
H 1.95 -0.42 1.14 0.357
H 0.55 -1.87 -0.42 0.271
```

- HOMO-LUMO gap (eV) = 9.4
- 2S+1 = 1
- energy above the lowest of the compared OMol25 structures with the same formula, charge and spin (kcal/mol) = 96.5
- LUMO (Ha) = 0.0012
- F_max (eV/A) = 1.060

***

Record 3
This record from the OMol25 dataset describes C20H42N5O6PSSb as an isolated structure at a distorted geometry. The level of theory is the ωB97M-V functional and the def2-TZVPD basis.

```
76
Properties=species:S:1:pos:R:3:mulliken_charge:R:1
C 4.79 -0.22 1.19 -1.199
C 3.53 -0.88 1.73 -0.557
N 2.37 -0.02 1.92 0.003
Sb 1.50 1.44 0.70 0.042
C 0.53 2.24 2.49 -1.198
N 0.57 1.38 3.67 -0.437
C 0.69 3.11 -0.50 -1.799
C -0.40 2.77 -1.51 -0.223
C -1.83 2.90 -1.01 -0.012
C -2.83 2.57 -2.13 -1.228
C -2.97 1.06 -2.37 -0.075
C -4.34 0.44 -1.99 -0.777
C -4.23 -0.73 -1.00 -0.223
C -5.17 -1.88 -1.30 -0.645
O -4.64 -3.14 -0.86 -0.422
C -4.60 -3.34 0.47 0.893
C -3.77 -4.54 0.84 -1.152
O -5.19 -2.65 1.27 -0.574
C 2.40 0.66 -1.16 -1.741
C 2.31 -0.84 -1.32 0.498
S 2.11 -1.29 -3.11 -0.230
C 3.33 -2.51 -3.30 0.545
N 3.96 -2.81 -4.37 -0.416
N 4.79 -3.89 -4.05 -0.416
C 4.59 -4.12 -2.82 0.014
O 3.68 -3.31 -2.25 -0.203
N -0.28 0.25 0.38 0.364
C -0.77 -0.53 1.24 0.968
C -2.09 -0.28 1.95 -1.710
C -0.18 -1.89 1.61 -1.438
P 3.52 3.02 1.12 1.358
O 4.57 3.05 0.07 -0.803
O 2.99 4.55 1.39 -0.572
O 4.09 2.73 2.64 -0.692
H 5.23 0.47 1.91 0.378
H 4.64 0.34 0.27 0.173
H 5.53 -1.00 0.99 0.389
H 3.80 -1.32 2.70 0.389
H 3.30 -1.76 1.10 0.252
H 1.79 -0.36 2.67 0.172
H -0.51 2.41 2.20 0.412
H 0.97 3.23 2.66 0.476
H 0.05 1.75 4.45 0.223
H 1.52 1.18 3.94 0.121
H 1.55 3.55 -1.01 0.606
H 0.33 3.88 0.19 0.555
H -0.31 3.47 -2.36 0.611
H -0.26 1.77 -1.93 0.029
H -1.99 3.93 -0.66 0.514
H -1.98 2.22 -0.17 -0.364
H -2.47 3.05 -3.05 0.419
H -3.81 3.01 -1.89 0.476
H -2.19 0.56 -1.78 -0.243
H -2.76 0.83 -3.42 0.464
H -4.98 1.22 -1.57 0.387
H -4.83 0.09 -2.90 0.351
H -3.21 -1.13 -1.02 0.157
H -4.42 -0.37 0.01 0.294
H -5.30 -2.00 -2.38 0.456
H -6.15 -1.74 -0.85 0.259
H -3.01 -4.75 0.08 0.312
H -3.31 -4.36 1.80 0.320
H -4.42 -5.41 0.91 0.331
H 1.76 1.15 -1.90 0.897
H 3.40 1.05 -1.32 0.532
H 1.43 -1.24 -0.81 -0.218
H 3.21 -1.34 -0.99 0.261
H 5.07 -4.86 -2.21 0.419
H -2.46 0.71 1.70 0.198
H -1.95 -0.36 3.03 0.475
H -2.84 -1.01 1.65 0.166
H -0.77 -2.66 1.09 0.223
H 0.86 -1.97 1.31 0.122
H -0.29 -2.09 2.68 0.441
H 2.97 4.74 2.33 0.292
H 3.80 1.83 2.87 0.330
```

- HOMO-LUMO gap (eV) = 6.9
- 2S+1 = 1
- energy above the lowest of the compared OMol25 structures with the same formula, charge and spin (kcal/mol) = 0.0
- total charge = -1
- LUMO (Ha) = 0.0904
- F_max (eV/A) = 1.239